Record 1
Below is a cluster of 2 separate species, C6H10N5O2 in total, with properties calculated with ωB97M-V with the def2-TZVPD basis set.

XYZ file:
```
23
Properties=species:S:1:pos:R:3:forces:R:3
C 0.8450 0.7208 0.6860 1.2566 2.2348 1.7711
C 0.9403 -0.5809 0.3363 0.8903 -2.6411 0.3182
C -0.2750 1.2610 0.0165 2.0975 -1.5526 -0.0263
C 1.9644 -1.7032 0.5581 1.2311 1.5774 1.9282
C -0.8224 2.6036 0.0600 -0.9596 1.2596 -0.3270
C -3.0188 -1.2173 -0.0645 -1.3013 2.3071 2.2534
N -0.0794 -0.8289 -0.4722 -0.5408 1.8801 -1.6902
N -4.1606 -0.6297 -0.5370 1.4191 -2.6882 -3.0300
N -0.7803 0.3260 -0.7334 -0.8298 -1.3471 -0.3407
N -2.2532 -1.9529 -0.7544 -1.2382 -1.3125 -2.3340
N -4.8580 0.2180 0.1043 -0.1258 1.0513 0.6590
O -4.6102 0.5316 1.2699 0.1756 0.2874 1.3863
O -5.7758 0.7505 -0.5212 -0.7921 0.3318 -0.0866
H 1.4813 1.3028 1.3763 -0.2845 -0.6372 -0.4504
H 2.3399 -1.8394 1.6534 -0.6555 0.6169 -1.8622
H 1.7277 -2.6829 0.2415 -1.2137 -0.9140 -0.3861
H 2.8168 -1.4702 -0.0868 0.2831 0.1712 0.3685
H -0.2158 3.3690 -0.5518 -1.1715 -1.1720 0.6215
H -1.8952 2.3946 -0.3078 1.4583 1.3210 0.5759
H -0.7685 2.9491 1.1211 -0.5033 -0.0584 -0.8200
H -2.7668 -0.8770 0.9739 0.1706 -0.7761 -0.6237
H -0.5437 -1.6767 -0.8531 0.1971 0.3756 0.7201
H -2.6669 -1.9374 -1.7364 0.4369 -0.3148 1.3747
```
Forces are in eV/Å.

**Net charge**: -1
**Lowest unoccupied orbital energy**: 0.1191 Ha
**HOMO**: -4.635 eV
**Calculated total energy**: -658.789376 Ha
**Frontier orbital gap**: 7.88 eV

Record 2
Below is a structure of composition C6H10NO, with properties calculated with ωB97M-V with the def2-TZVPD basis set.

XYZ file:
```
18
Properties=species:S:1:pos:R:3:forces:R:3
C -0.0167 -0.4476 1.9422 0.0787 0.0407 -0.3804
C -0.0615 -0.1345 0.6069 1.4790 -0.7616 0.4963
C -0.9774 0.9924 0.8723 -1.7479 1.2912 -1.5859
C -0.8939 0.7742 2.3158 -0.6611 -1.9400 1.7442
C -0.3226 -1.1509 -1.7122 -1.9539 0.6175 1.9557
C 1.4008 0.5512 -1.3101 -0.7138 1.8857 0.5119
N 0.6528 -0.5912 -0.6479 -1.3390 0.0509 0.1084
O -1.6811 1.7247 0.2416 0.5414 -0.1580 -0.5538
H 0.2994 -1.2989 2.5896 0.1193 0.8859 -0.8581
H -1.7848 0.5206 2.9008 -0.4380 -0.3891 -0.7982
H -0.6163 1.6194 2.8874 1.6743 0.8033 0.4336
H -1.2093 -1.5934 -1.2098 0.8952 -0.0722 -0.0313
H -0.7590 -0.3034 -2.2139 0.2084 0.4670 -0.2668
H 0.0727 -1.8354 -2.4161 1.0434 -0.5535 -0.3348
H 0.7000 1.5095 -1.3461 1.5460 -2.0678 0.4971
H 2.3852 0.7240 -0.7838 -1.2573 -0.0675 -0.6955
H 1.4847 0.2474 -2.3438 0.6471 -0.0011 -0.1447
H 1.3270 -1.3080 -0.3727 -0.1218 -0.0313 -0.0978
```
Forces are in eV/Å.

**Net charge**: +1
**Lowest unoccupied orbital energy**: -0.1475 Ha
**HOMO**: -14.166 eV
**Calculated total energy**: -364.264249 Ha
**Frontier orbital gap**: 10.15 eV

Record 3
Below is a cluster of 2 separate species, C6H10NO4 in total, with properties calculated with ωB97M-V with the def2-TZVPD basis set.

XYZ file:
```
21
Properties=species:S:1:pos:R:3:forces:R:3
C -1.6730 0.4214 -0.8012 -0.3454 -1.4272 -0.3963
C -1.0266 1.6456 -0.5523 0.3432 0.0393 -0.4685
C 0.0521 1.8094 0.4331 0.3675 0.8946 -0.0144
O 0.5745 2.8799 0.6852 -0.2985 -0.4534 -0.1762
H -2.6568 0.5025 -1.2733 0.4497 -0.0844 -0.2776
H -1.7246 -0.2576 0.0583 0.4004 -0.0274 -0.4364
H -1.2486 2.5292 -1.1510 0.0852 -0.2130 0.2385
O 0.4191 0.6636 0.9995 -0.2069 -0.7197 -0.1185
C 1.5453 0.6770 1.8846 0.2719 0.4004 0.2877
H 1.3144 1.3312 2.7372 0.0843 -0.1250 -0.2409
H 2.4067 1.1029 1.3513 -0.2303 -0.0425 0.1467
C 1.8121 -0.7417 2.3283 0.0015 -0.1921 0.0261
H 2.0892 -1.3750 1.4745 -0.1035 0.1380 0.2404
H 0.9291 -1.1729 2.8192 0.2402 0.1036 -0.1457
H 2.6428 -0.7449 3.0468 -0.2022 -0.0122 -0.1886
C -0.6600 -0.8128 -2.1801 -0.0157 1.9945 0.9833
H -0.7181 -0.2426 -3.1074 -0.1353 -0.2087 0.2909
H 0.3340 -0.9019 -1.7426 -0.3696 -0.0293 0.0157
N -1.2973 -2.0964 -2.3062 -0.5571 -0.6012 0.1415
O -0.9369 -2.9938 -1.5594 0.1003 0.2898 0.0297
O -2.1775 -2.2231 -3.1443 0.1202 0.2760 0.0627
```
Forces are in eV/Å.

**Spin multiplicity**: 2
**Lowest unoccupied orbital energy (alpha / beta)**: -0.0080 / -0.0821 Ha
**⟨S²⟩**: 0.788
**HOMO (alpha / beta)**: -9.195 / -10.812 eV
**Calculated total energy**: -590.153239 Ha
**Frontier orbital gap (alpha / beta)**: 8.98 / 8.58 eV

Record 4
Below is the ion C6H10NO5S with charge -1, with properties calculated with ωB97M-V with the def2-TZVPD basis set.

XYZ file:
```
23
Properties=species:S:1:pos:R:3:forces:R:3
C -3.3881 1.1475 -0.0251 0.9191 -0.3312 1.1056
C -0.5508 -1.2388 -0.5542 3.2914 2.9554 1.3630
C -0.3812 0.6763 0.8189 -0.8933 2.1514 -1.5863
C 0.8547 -0.9675 -0.9994 3.4615 0.5494 -3.4139
C 2.7933 0.1894 0.1050 -3.3306 -1.8501 0.8546
C -2.4485 -0.1442 0.0695 -3.2380 0.5595 1.0470
N -1.0912 0.0848 -0.3414 -0.9505 -0.6260 2.2895
O -3.3122 1.8386 1.0065 0.0464 0.8062 0.7603
O 3.6786 0.2574 -0.9106 1.1030 0.5327 -0.8753
O -4.0973 1.3305 -1.0151 -0.1814 -0.4127 -0.9629
O 5.1420 0.7767 1.2044 0.6047 0.7742 0.4909
O 1.8586 -0.8478 0.0690 0.0386 -0.8346 0.0088
S 4.4159 -0.2716 0.5409 -0.0066 -0.8106 -0.5138
H -1.0362 -1.6079 -1.3447 -1.9457 -1.9420 -2.9303
H -0.5725 -1.8662 0.3069 -0.1703 -0.7477 0.8656
H -0.9485 1.5441 1.1822 0.0443 0.0991 -0.6585
H -0.3687 0.0975 1.7187 0.6561 -1.2492 0.3587
H 1.3088 -1.7826 -1.7489 -1.1207 1.5175 1.6124
H 0.8773 0.0566 -1.6291 -0.2446 -2.2673 1.3416
H 2.2759 1.0074 0.5819 0.8428 1.1362 -0.2516
H -3.0068 -0.8113 -0.6178 0.8096 -0.2965 0.3759
H -2.5576 -0.4809 1.2185 0.4032 0.2548 -2.3451
H 0.5546 1.0120 0.3642 -0.1391 0.0314 1.0641
```
Forces are in eV/Å.

**Net charge**: -1
**Lowest unoccupied orbital energy**: 0.0904 Ha
**HOMO**: -3.992 eV
**Calculated total energy**: -1063.689594 Ha
**Frontier orbital gap**: 6.45 eV

Record 5
Below is a structure of composition C6H10NOP, with properties calculated with ωB97M-V with the def2-TZVPD basis set.

XYZ file:
```
19
Properties=species:S:1:pos:R:3:forces:R:3
C 3.1287 0.0126 -0.3436 -1.9932 0.1239 0.0933
C 2.5821 0.9829 0.4273 3.6827 1.7480 0.0717
C -2.6169 0.5695 0.1115 -1.2864 -0.5728 1.7491
C 2.0212 -0.9484 -0.6931 -1.5404 -2.3600 -0.4756
C 1.2363 0.6985 0.7003 0.4864 -2.1650 -1.0825
C 0.8748 -0.4802 0.1774 -1.4295 0.3824 -0.6823
N -3.0295 1.3869 -0.8481 1.9547 -1.4165 1.9567
O -3.6899 -0.2694 0.4923 -0.1394 2.8554 -2.6248
P -0.8851 -1.1619 0.2312 1.1863 2.3836 -2.5023
H 4.1114 -0.0928 -0.6699 1.4188 0.0007 -0.4907
H 3.1739 1.9091 0.8418 -1.2866 -1.9887 -0.8707
H 1.5630 -0.9126 -1.7676 1.2614 0.1923 1.4988
H 2.1463 -2.0907 -0.5068 0.4409 1.8996 -0.3289
H 0.6391 1.2803 1.2365 -2.4776 2.4193 2.3384
H -3.5285 -0.9417 1.1174 1.1134 -0.8625 1.1606
H -2.3108 2.0617 -1.0246 -0.6259 0.5414 -0.7868
H -3.9571 1.3134 -1.1373 -1.6595 0.5335 -1.1820
H -1.0613 -0.9487 1.5517 -0.1837 -0.4257 1.5062
H -0.3978 -2.3686 0.1035 1.0777 -3.2890 0.6519
```
Forces are in eV/Å.

**Lowest unoccupied orbital energy**: 0.0311 Ha
**HOMO**: -7.121 eV
**Calculated total energy**: -705.795531 Ha
**Frontier orbital gap**: 7.97 eV

Record 6
Below is a cluster of 2 separate species, C6H10O in total, with properties calculated with ωB97M-V with the def2-TZVPD basis set.

XYZ file:
```
17
Properties=species:S:1:pos:R:3:forces:R:3
C -0.6567 -1.4187 3.0755 2.3982 0.9162 0.7721
C 0.5632 -1.8108 3.6042 0.1849 0.5388 -2.7009
C 0.1184 -0.0812 1.0437 0.9174 2.2323 1.6630
C -0.6561 -0.3409 2.1554 -3.2559 -1.8478 -0.3086
C 0.4034 0.9272 -1.0834 -0.5927 -0.8103 3.0581
C -0.3469 0.9438 0.1617 2.6678 -2.4883 -3.3145
H -1.5433 -1.8743 3.4794 -0.6296 0.5300 0.2565
H 0.6967 -2.6341 4.1781 -0.1908 -2.5826 2.1888
H 1.3763 -1.8234 2.8654 0.2840 0.9333 0.3696
H 1.2115 -0.3204 1.0821 -1.0818 -0.1161 -0.5471
H -1.6892 -0.0192 1.9783 -0.0253 0.3478 0.0874
H 1.1700 0.1071 -1.1141 -0.6175 1.1253 -0.1116
H 0.1011 1.3051 -2.0073 -0.5425 0.9160 -1.2025
H -1.3586 1.3304 0.3181 0.4958 0.3018 -0.1993
H 0.9294 1.9254 -6.3150 2.0568 0.0718 -0.1354
H -0.3250 1.8970 -7.1591 0.0007 -0.0013 -0.2681
O 0.0058 1.8871 -6.2631 -2.0695 -0.0669 0.3925
```
Forces are in eV/Å.

**Net charge**: -1
**Spin multiplicity**: 2
**Lowest unoccupied orbital energy (alpha / beta)**: 0.0982 / 0.0981 Ha
**⟨S²⟩**: 0.811
**HOMO (alpha / beta)**: -0.466 / -2.319 eV
**Calculated total energy**: -309.712800 Ha
**Frontier orbital gap (alpha / beta)**: 3.14 / 4.99 eV

Record 7
Below is the molecule C6H10O, with properties calculated with ωB97M-V with the def2-TZVPD basis set.

XYZ file:
```
17
Properties=species:S:1:pos:R:3:forces:R:3
C 1.9306 0.4178 -0.5233 -0.3642 -0.0141 0.0894
C 0.5010 0.1528 0.0154 0.2681 -0.2878 0.2724
C 0.1583 -1.3108 0.2551 0.3280 -0.4485 0.5234
C -1.3448 -1.0999 0.0054 0.1816 -0.0968 -0.1071
C -1.0323 0.3132 -0.5392 1.8067 -0.2470 0.8723
C -1.1262 1.3774 0.5348 0.0297 0.3728 0.0084
O 0.2025 1.1175 1.0227 0.2190 0.0862 1.0471
H 2.6096 0.2477 0.3333 -0.3390 0.0385 -0.1797
H 2.2743 -0.2658 -1.3131 -0.4174 0.1027 0.1666
H 2.1232 1.4469 -0.8513 -0.3433 -0.1590 0.0548
H 0.5760 -1.9366 -0.5438 0.1602 0.1748 0.2607
H 0.4902 -1.6571 1.2265 -0.0144 -0.5110 0.2336
H -1.9157 -1.0786 0.9463 0.0878 0.2857 -0.4171
H -1.8241 -1.8363 -0.6472 0.1221 0.2624 -0.0261
H -0.5245 0.5037 -1.4474 -1.8978 0.5013 -2.3730
H -1.8641 1.1975 1.3332 0.0632 -0.0758 -0.4422
H -1.2338 2.4105 0.1927 0.1096 0.0157 0.0164
```
Forces are in eV/Å.

**Lowest unoccupied orbital energy**: 0.0403 Ha
**HOMO**: -8.538 eV
**Calculated total energy**: -309.739061 Ha
**Frontier orbital gap**: 9.63 eV
**SMILES**: C[C@]12CC[C@H]1CO2